No. 1
Computed, not measured: a 2-piece molecular cluster, C44H58BN2 overall at a distorted geometry, with ωB97M-V with the def2-TZVPD basis set.

XYZ file:
```
105
Properties=species:S:1:pos:R:3:lowdin_charge:R:1
C -3.23361 6.10809 5.70517 -0.06
C -4.46362 5.25308 6.00627 -0.52
C -5.12732 5.87121 7.23770 -0.09
C -5.48104 5.46926 4.87341 -0.04
C -4.14018 3.71705 6.27160 -0.04
C -4.60870 3.21569 7.50536 -0.03
C -4.75748 1.85194 7.70691 -0.05
C -4.48984 0.98801 6.67196 -0.05
C -3.96067 1.42413 5.46072 -0.08
C -3.97851 0.38305 4.30547 -0.54
C -3.42523 0.86773 2.98113 -0.06
C -5.42585 -0.06470 4.03026 -0.03
C -3.14516 -0.82068 4.79880 -0.03
C -3.48204 2.76860 5.43417 -0.05
N -2.39492 3.15287 4.54433 0.09
C -1.02977 2.97486 4.58027 -0.14
B -0.08168 2.05398 5.37577 -0.06
H 1.64909 2.03267 5.71600 0.09
N -0.52347 3.61863 3.49094 0.03
C 0.85948 3.73167 3.14768 -0.08
C 1.32218 3.08867 1.98103 -0.04
C 0.46775 2.51453 0.80440 -0.52
C 1.25530 1.54862 -0.08141 -0.08
C -0.05282 3.62207 -0.12728 -0.03
C -0.72172 1.68860 1.27407 -0.06
C 2.72396 2.85033 1.90108 0.00
C 3.58840 3.44959 2.80320 -0.05
C 3.06159 4.25954 3.81196 -0.05
C 1.72011 4.47253 3.99083 -0.08
C 1.25293 5.46101 5.10796 -0.48
C 1.04342 4.69630 6.43028 -0.02
C 0.01601 6.29377 4.66405 -0.03
C 2.33585 6.51898 5.37467 -0.06
C -1.55057 4.26468 2.88215 -0.06
C -2.70576 3.88901 3.42846 -0.04
H -2.90996 5.94688 4.67036 0.05
H -3.47439 7.18755 5.75885 0.10
H -2.41218 5.86729 6.39838 0.09
H -6.06383 5.34836 7.46051 0.09
H -4.47269 5.85584 8.10888 0.09
H -5.37570 6.91891 7.05433 0.09
H -6.41725 4.93652 5.09165 0.10
H -5.69809 6.54822 4.80613 0.10
H -5.13106 5.11535 3.89696 0.06
H -4.85908 3.84440 8.36740 0.11
H -5.08708 1.45276 8.67554 0.12
H -4.79912 -0.06347 6.75015 0.12
H -2.40950 1.23866 3.17308 0.05
H -3.35067 0.05089 2.24923 0.10
H -4.06160 1.65099 2.53079 0.10
H -5.89049 -0.46948 4.93741 0.08
H -6.01949 0.77117 3.62814 0.10
H -5.38945 -0.83138 3.24320 0.10
H -3.63456 -1.27574 5.67387 0.08
H -3.07861 -1.54622 3.98060 0.09
H -2.12407 -0.53619 5.10133 0.08
H -0.63665 1.66401 6.43255 0.09
H 0.05545 0.93780 4.80511 0.08
H 1.67595 0.72132 0.49521 0.10
H 0.60071 1.08928 -0.83182 0.09
H 2.05770 2.04641 -0.62602 0.09
H -0.73228 4.30950 0.38978 0.06
H 0.77670 4.23734 -0.50449 0.10
H -0.58843 3.15820 -0.97678 0.10
H -1.53922 2.35772 1.54321 0.05
H -1.14481 1.07029 0.44455 0.11
H -0.44055 1.04104 2.10640 0.09
H 3.15046 2.16696 1.17702 0.10
H 4.66512 3.30707 2.71335 0.11
H 3.79755 4.73448 4.44919 0.11
H 1.80251 3.91381 6.55626 0.05
H 1.14165 5.37130 7.27745 0.10
H 0.05737 4.17322 6.46093 0.07
H 0.18666 6.81171 3.68045 0.12
H -0.85496 5.63599 4.57280 0.03
H -0.21720 7.05113 5.43337 0.10
H 2.59000 7.09250 4.47203 0.10
H 1.91116 7.23670 6.09088 0.09
H 3.22903 6.08021 5.85218 0.08
H -1.32073 4.92929 2.07654 0.14
H -3.69391 4.15784 3.11618 0.13
C 2.83011 1.59726 5.64046 -0.03
C 4.03844 2.56730 5.91751 -0.24
C 5.25300 2.54481 5.17522 -0.07
C 6.24925 3.52970 5.29276 -0.09
C 6.15831 4.39778 6.35122 -0.10
C 5.25255 4.09123 7.41856 -0.06
C 4.14330 3.24125 7.16685 -0.09
C 3.10311 0.33921 6.54893 -0.19
C 2.56600 -0.89330 6.16886 -0.05
C 3.08225 -2.13247 6.57999 -0.07
C 4.11409 -2.21235 7.51603 -0.08
C 4.56800 -0.99195 8.02304 -0.06
C 3.99847 0.25067 7.61613 -0.03
H 2.90887 1.29157 4.51966 0.15
H 5.25757 1.83933 4.33199 0.12
H 6.95756 3.70647 4.43054 0.13
H 6.77284 5.31519 6.38746 0.11
H 5.43174 4.47716 8.47736 0.13
H 3.48983 2.97196 7.99322 0.12
H 1.80901 -0.82109 5.43775 0.08
H 2.69546 -3.06172 6.14857 0.11
H 4.53256 -3.15910 7.86486 0.11
H 5.36872 -0.97616 8.77558 0.11
H 4.35224 1.13611 8.09490 0.08
```

Summary:
charge: +1
E: -50215.4302 eV
largest force on an atom: 0.1029 Eh/bohr

---

No. 2
Computed, not measured: a 3-piece molecular cluster, C25H37F16NO9S overall at a distorted geometry, with ωB97M-V with the def2-TZVPD basis set.

XYZ file:
```
89
Properties=species:S:1:pos:R:3:lowdin_charge:R:1
C -3.40944 -4.30402 0.70536 -0.12
O -2.11712 -4.72925 0.35305 -0.18
C -1.21887 -4.69787 1.44341 -0.22
C -0.88348 -3.27886 1.92186 -0.19
C 0.59723 -3.11045 2.24753 -0.19
C 1.00692 -1.77022 2.85903 -0.11
C 0.80350 -0.51748 1.96616 -0.37
C -0.63427 0.04412 2.18344 -0.16
N -0.74381 1.19381 3.08836 0.04
O 0.83169 -1.03141 0.58575 -0.19
S 1.29631 -0.08366 -0.59103 0.67
O 2.69895 -0.29190 -0.82917 -0.25
O 0.37840 -0.27927 -1.68125 -0.25
C 1.08516 1.58926 0.00579 -0.29
C 1.65636 2.52104 -1.09849 -0.07
C 0.52625 3.31485 -1.70816 -0.51
O 0.25559 4.43963 -1.40767 0.15
O -0.15263 2.64859 -2.68690 0.09
C 1.75441 1.78195 1.38220 -0.11
C 1.95555 0.48018 2.17379 -0.24
C 2.30331 0.73757 3.64672 -0.11
C 3.41501 1.76646 3.92088 -0.41
C 4.65803 1.63668 3.03269 -0.03
O 2.95056 3.11564 3.90818 -0.04
H -3.86943 -4.95400 1.45983 0.09
H -3.42961 -3.26562 1.05487 0.08
H -4.02985 -4.35311 -0.19021 0.09
H -1.66313 -5.25882 2.27823 0.12
H -0.31611 -5.22203 1.13002 0.12
H -1.21559 -2.55828 1.17024 0.11
H -1.46108 -3.05625 2.82727 0.11
H 0.84658 -3.87192 2.99750 0.12
H 1.20907 -3.35241 1.37647 0.12
H 2.07174 -1.84440 3.08393 0.12
H 0.46309 -1.61218 3.79374 0.13
H -1.28005 -0.76553 2.52796 0.11
H -1.03363 0.32573 1.20829 0.12
H -0.97315 0.90450 4.02772 0.08
H -1.45883 1.82598 2.76052 0.08
H 0.00471 1.72157 0.07825 0.13
H 2.37765 3.19918 -0.65172 0.13
H 2.13301 1.96301 -1.90312 0.12
H -0.56003 1.83967 -2.34939 0.10
H 2.70024 2.29164 1.22338 0.11
H 1.10390 2.43573 1.96170 0.11
H 2.83669 -0.00700 1.73904 0.14
H 2.65149 -0.18208 4.11791 0.12
H 1.43006 1.06359 4.21264 0.11
H 3.73506 1.56136 4.94895 0.13
H 4.73904 0.66265 2.55321 0.08
H 4.64444 2.42056 2.27422 0.08
H 5.55244 1.82263 3.62800 0.08
H 2.00708 3.13057 3.73669 0.07
F 7.30789 3.42466 -3.07714 0.10
C 6.57882 4.28018 -3.81674 -0.31
F 6.45255 5.43275 -3.11985 0.10
C 5.17754 3.72915 -4.10115 -0.44
F 4.48580 3.60552 -2.94796 0.13
F 4.57271 4.70596 -4.83983 0.10
C 5.04958 2.44400 -4.93685 -0.04
O 4.79735 1.23330 -4.25283 0.05
C 5.78214 0.37916 -3.83488 -0.54
F 7.00002 0.73442 -4.28131 0.15
F 5.50640 -0.83403 -4.36203 0.15
C 5.75457 0.20679 -2.31407 -0.28
F 5.96298 1.39068 -1.70067 0.10
F 6.74472 -0.64058 -1.95001 0.10
H 7.10326 4.49247 -4.75229 0.17
H 4.14063 2.60153 -5.51606 0.15
H 5.86251 2.34841 -5.65721 0.15
H 4.78936 -0.19704 -2.00025 0.15
F -6.11706 -0.46330 -0.23560 0.09
C -6.74133 0.44243 -1.01361 -0.31
F -6.71020 1.63227 -0.37125 0.10
C -8.20554 0.06158 -1.26113 -0.44
F -8.88966 0.07967 -0.09932 0.14
F -8.69031 1.07117 -2.04225 0.10
C -8.50437 -1.23417 -2.03520 -0.04
O -8.89803 -2.37602 -1.29555 0.05
C -8.01185 -3.30682 -0.83318 -0.55
F -6.75887 -3.09082 -1.26684 0.15
F -8.39722 -4.50906 -1.31860 0.14
C -8.07026 -3.42882 0.69388 -0.29
F -7.76457 -2.25474 1.27896 0.10
F -7.15812 -4.34681 1.08388 0.10
H -6.20491 0.54147 -1.96097 0.17
H -9.39204 -0.99250 -2.61761 0.15
H -7.71683 -1.46356 -2.75329 0.15
H -9.06709 -3.73943 1.01112 0.18
```

Summary:
E: -100756.9787 eV
SMILES: COCCCC[C@]1(CN)OS(=O)(=O)[C@H](CC(=O)O)C[C@H]1C[C@@H](C)O.FC(F)C(F)(F)COC(F)(F)C(F)F.FC(F)C(F)(F)COC(F)(F)C(F)F
largest force on an atom: 0.0203 Eh/bohr

---

No. 3
Computed, not measured: C3H5NO2 in the gas phase, with ωB97M-V with the def2-TZVPD basis set.

XYZ file:
```
11
Properties=species:S:1:pos:R:3:lowdin_charge:R:1
C -1.66546 0.17890 0.28019 -0.01
C -0.50556 -0.52583 -0.39847 -0.37
O -0.65262 -1.41640 -1.19823 0.10
C 0.85739 0.17458 -0.26555 -0.46
N 2.05433 -0.16839 0.27761 0.18
O 0.74505 1.18753 -0.93716 0.07
H -2.24656 -0.56548 0.83195 0.09
H -1.34358 0.97516 0.95484 0.08
H -2.32948 0.61117 -0.47457 0.10
H 2.28019 -0.90418 0.92590 0.11
H 2.80631 0.45294 0.00348 0.12
```

Summary:
energy relative to the best compared isomer or geometry (same formula, charge and spin): 18.7 kcal per mole
E: -8776.8858 eV
SMILES: CC(=O)C(N)=O
largest force on an atom: 0.0146 Eh/bohr

---

No. 4
Computed, not measured: a 3-piece molecular cluster, C21H48F2N7O2P2 overall at a distorted geometry, with ωB97M-V with the def2-TZVPD basis set.

XYZ file:
```
82
Properties=species:S:1:pos:R:3:lowdin_charge:R:1
C 2.51480 -1.07586 1.56833 0.17
C 2.62746 -0.64828 0.45350 -0.03
C 2.86098 -0.11053 -0.93882 -0.44
F 2.94839 -1.02747 -1.88028 0.14
C 4.10328 0.84577 -0.72602 0.00
N 3.48282 1.70971 0.29603 0.14
C 2.20772 1.82980 0.14090 -0.15
C 1.34911 2.61985 1.07941 -0.07
C 0.19742 1.76839 1.67562 -0.13
C -0.84722 1.32751 0.63691 -0.22
F -2.07946 1.08981 1.18894 -0.02
C 1.82826 1.05713 -1.11532 0.03
H 2.68900 -1.20097 2.61622 0.07
H 4.89242 0.21821 -0.31095 0.15
H 4.31306 1.38793 -1.65019 0.15
H 4.04464 2.09460 1.04603 0.19
H 1.98968 2.88346 1.93237 0.13
H 1.00697 3.55869 0.63097 0.15
H -0.30387 2.31128 2.48228 0.13
H 0.60657 0.85428 2.11692 0.10
H -0.52137 0.35828 0.24185 0.11
H -0.93921 2.08491 -0.15218 0.12
H 2.22692 1.64344 -1.96081 0.15
H 0.79238 0.80790 -1.32087 0.13
O -0.88483 4.36200 -2.93051 -0.35
P -1.74323 5.04574 -4.00358 0.75
N -3.25222 4.87880 -3.17760 -0.35
C -3.72636 3.56374 -2.77718 -0.12
C -3.34549 5.79465 -2.04589 -0.15
N -1.47381 3.85780 -5.21579 -0.33
C -2.47678 2.96529 -5.74968 -0.13
C -0.17554 3.20017 -5.20854 -0.16
N -2.52253 5.98642 -5.31825 -0.29
C -1.74510 7.19218 -5.65532 -0.14
C -3.94410 6.30043 -5.38931 -0.13
H -4.67366 3.64922 -2.24027 0.09
H -3.01707 3.03484 -2.12859 0.07
H -3.95020 2.93419 -3.63554 0.06
H -3.03339 6.80285 -2.34328 0.08
H -2.70960 5.47928 -1.20976 0.08
H -4.37726 5.87117 -1.69704 0.09
H -2.61264 2.08134 -5.11387 0.08
H -2.18307 2.61412 -6.74317 0.08
H -3.44091 3.45519 -5.88164 0.07
H -0.13330 2.38410 -4.47147 0.07
H 0.61697 3.90885 -4.97452 0.07
H 0.04918 2.78737 -6.19451 0.08
H -1.83182 7.95771 -4.87841 0.08
H -2.06963 7.61793 -6.60537 0.08
H -0.68532 6.93595 -5.76219 0.08
H -4.26129 7.02940 -4.63633 0.08
H -4.55994 5.41097 -5.29564 0.07
H -4.16099 6.72268 -6.37521 0.09
O 2.91156 -4.62566 4.62208 -0.31
P 1.48749 -4.99422 4.21966 0.74
N 1.19765 -6.14581 5.48055 -0.35
C 2.05213 -7.31590 5.62558 -0.12
C 1.04913 -5.49176 6.77653 -0.15
N 1.87388 -5.67951 2.69416 -0.33
C 1.71094 -7.07067 2.33870 -0.13
C 3.02304 -5.11711 1.99698 -0.15
N -0.23516 -5.09587 3.72060 -0.29
C -0.82101 -3.76008 3.52834 -0.15
C -1.23041 -5.96929 4.32923 -0.13
H 1.73286 -7.90482 6.48826 0.08
H 3.10874 -7.05949 5.76060 0.09
H 1.95952 -7.98437 4.77187 0.06
H 0.36918 -4.63444 6.69635 0.07
H 2.00704 -5.12546 7.16288 0.08
H 0.61174 -6.17755 7.50513 0.08
H 2.56369 -7.67592 2.66905 0.08
H 1.63119 -7.17904 1.25273 0.08
H 0.79599 -7.49896 2.74749 0.07
H 3.97037 -5.53043 2.36601 0.08
H 3.05793 -4.03511 2.11685 0.04
H 2.95296 -5.31553 0.92443 0.08
H -0.99185 -3.25189 4.48346 0.08
H -1.76711 -3.81693 2.98766 0.08
H -0.14449 -3.13844 2.92928 0.06
H -1.50904 -5.66268 5.34311 0.08
H -0.89868 -7.00265 4.35579 0.07
H -2.13608 -5.95261 3.71422 0.09
```

Summary:
charge: +1
E: -61080.1798 eV
largest force on an atom: 0.1335 Eh/bohr

---

| no. | orbital gap (eV) | LUMO (Ha) |
| --- | --- | --- |
| 1 | 6.85 | -0.15194 |
| 2 | 9.86 | 0.00153 |
| 3 | 10.30 | 0.02656 |
| 4 | 5.71 | -0.15091 |